# 1
Formula: C59H43AsCl3F3NO5PbS
Source: the Open Molecules 2025 dataset
Level of theory: wB97M-V/def2-TZVPD

Each line ends with the Mulliken charge.
Positions of all 117 atoms, in Å:
C -6.538 -3.764 0.492  -0.479
F -2.905 -4.058 -3.022  -0.286
C -2.771 4.505 -5.229  0.474
H 1.880 2.201 4.620  0.319
H 1.005 -4.405 4.633  0.377
C -4.213 -0.391 4.193  -0.342
H -0.622 6.164 2.239  0.433
H -5.292 0.617 5.749  0.432
C 0.269 -2.488 -4.874  -0.947
C -1.420 4.773 3.672  -0.713
C -1.647 5.246 -4.911  -0.784
C 0.276 4.232 2.056  -0.460
H 3.362 1.976 -4.085  0.420
H 4.500 -1.302 -2.055  0.595
C 0.964 -1.414 -4.346  -0.295
C 2.795 2.198 4.039  -0.241
C 2.655 -1.321 2.261  -0.631
H -0.674 -3.489 0.806  0.593
C -0.591 -3.269 1.865  -0.672
C 3.815 -2.054 0.311  -0.430
C 0.950 0.506 2.036  -0.510
H 1.690 -4.969 -3.077  0.385
C -4.765 0.729 4.810  -0.763
O 1.965 0.746 -2.814  -0.971
C -5.341 -1.682 0.464  -0.684
H -1.436 6.176 -5.419  0.418
C -0.593 5.150 2.620  -0.823
N 2.187 -0.344 0.146  1.284
C -2.982 -2.906 -2.346  0.443
C 5.144 2.233 2.572  -0.755
O -0.121 3.245 -2.298  -0.611
C -0.505 2.548 3.558  0.464
H 6.154 2.371 4.463  0.380
C 4.464 -1.134 -4.747  -0.170
C 3.919 2.163 1.927  -0.483
Cl -3.887 5.082 -6.434  -0.275
C 5.366 -0.850 -5.762  -0.998
O -2.013 -1.771 -0.486  -0.556
C -3.007 3.297 -4.604  -0.856
C -2.132 2.844 -3.633  0.431
C 2.186 -2.890 -2.916  0.193
C -4.654 1.982 4.223  -0.616
H 0.767 -0.403 -4.680  0.554
H -5.077 2.847 4.718  0.425
C 3.947 1.199 -4.560  -0.472
C 2.758 -0.370 -2.968  2.270
C -4.014 2.158 3.000  -0.615
H 6.264 0.675 -6.973  0.374
H 3.841 2.141 0.848  0.302
C 4.020 2.274 4.688  -0.841
C -1.112 -1.909 3.787  -0.394
H -5.271 -0.634 0.196  0.395
C 1.488 -3.970 -3.441  -0.892
C -0.965 3.553 -3.216  -0.849
H 4.139 0.363 -1.572  0.605
H -1.620 -1.056 4.217  0.207
H 2.922 -3.078 -2.144  0.304
C 0.351 2.922 2.526  -0.101
C -5.454 -4.387 1.092  -0.755
H 2.479 -1.343 3.328  0.609
C -3.556 -0.222 2.990  -1.107
C 4.852 1.485 -5.572  -0.786
C 1.949 -0.435 1.454  0.337
Pb 0.520 1.192 -1.169  1.774
C -6.479 -2.414 0.175  -0.793
H 4.542 -2.690 -0.177  0.498
C 2.732 2.132 2.651  -0.400
Cl -2.489 1.293 -2.937  0.065
H -7.425 -4.336 0.256  0.390
O -1.290 -3.853 -0.975  -0.691
C 3.169 -1.053 -0.412  -0.021
C 3.751 -0.108 -4.133  0.004
H -0.130 -2.428 5.613  0.421
H -0.482 -2.327 -5.638  0.380
C 3.702 -0.625 -1.750  -2.631
C 0.380 -3.775 4.013  -0.771
H 4.059 2.320 5.770  0.419
H 0.827 0.272 3.092  0.875
H -4.290 -1.373 4.645  0.463
F -4.239 -2.848 -1.841  -0.202
C 0.244 -4.042 2.660  -0.698
S -2.695 0.852 0.802  -0.284
H -0.518 1.535 3.945  0.324
C 1.406 2.012 1.860  3.134
H -0.007 0.412 1.518  -1.222
C 5.199 2.294 3.958  -0.548
C -3.482 1.036 2.397  0.994
As -2.721 -1.251 1.541  2.553
C -4.258 -2.314 1.059  0.468
C -1.379 3.466 4.128  -1.035
H 4.067 -2.941 2.251  0.428
H -3.934 3.131 2.535  0.512
H 4.303 -2.163 -4.446  0.378
H 0.905 4.501 1.218  0.479
C -1.957 -2.854 -1.162  0.774
H 0.791 -4.860 2.209  0.508
C 0.543 -3.777 -4.433  -0.466
H -2.100 5.486 4.123  0.391
C 5.564 0.459 -6.175  -0.484
H 6.060 2.245 1.994  0.412
C -0.271 -2.682 4.570  -0.793
H -3.865 2.698 -4.874  0.452
C 3.552 -2.189 1.664  -1.423
F -2.873 -1.908 -3.223  -0.209
H 4.997 2.511 -5.891  0.415
H 5.911 -1.654 -6.244  0.394
H -3.446 -4.145 1.831  0.384
C -1.306 -2.232 2.445  0.786
H 0.008 -4.622 -4.846  0.405
H -7.316 -1.934 -0.315  0.401
C -0.786 4.771 -3.947  0.636
H -2.027 3.151 4.938  0.512
C -4.306 -3.662 1.379  -0.014
Cl 0.642 5.676 -3.579  -0.236
C 1.946 -1.602 -3.375  -0.156
H -5.498 -5.444 1.320  0.417
O 1.602 2.372 0.563  -1.229

Summary:
**Max |F|**: 0.749 eV/Å
**Frontier orbital gap**: 6.19 eV
**Total charge**: -1
**DFT total energy**: -7212.18771 Eh


# 2
Formula: CH8NO
Source: the Open Molecules 2025 dataset
Level of theory: wB97M-V/def2-TZVPD

Each line ends with the natural charge from an NBO analysis.
Positions of all 11 atoms, in Å:
H 1.712 -0.174 0.035  0.490
H -0.483 -1.008 1.411  0.193
H -1.891 0.545 -1.289  0.458
C 0.595 -1.059 1.435  -0.241
H -0.334 0.577 -1.860  0.456
H 1.191 -0.473 2.130  0.204
H 0.962 -2.090 1.341  0.207
O 0.761 -0.362 0.069  -0.821
H -0.441 0.990 -0.382  0.488
N -1.014 1.057 -1.248  -0.882
H -1.056 1.997 -1.643  0.448

Summary:
**Max |F|**: 2.900 eV/Å
**Frontier orbital gap**: 11.47 eV
**Total charge**: +1
**DFT total energy**: -172.61282 Eh


# 3
Formula: C35H32AlBrN4O5S2
Source: the Open Molecules 2025 dataset
Level of theory: wB97M-V/def2-TZVPD

Each line ends with the Mulliken charge.
Positions of all 80 atoms, in Å:
C 0.294 1.299 2.076  1.041
Al 0.207 -0.569 -0.407  2.081
O -5.732 -4.990 -4.882  -0.511
H 2.626 -2.704 -3.302  0.542
C 3.133 -0.698 -2.752  0.046
O 1.805 -1.776 -1.096  -0.621
N 1.555 -0.616 1.377  0.243
C 3.893 0.429 -3.042  -0.389
H -3.419 3.442 -1.232  0.278
O -0.994 -1.100 0.744  -0.705
H -7.481 -6.409 -6.227  0.306
Br 4.285 -3.404 -5.666  -0.197
H -1.067 -4.400 -3.742  0.519
C -1.782 -3.825 -4.314  -0.381
H 2.107 1.248 4.111  0.481
C 4.910 -0.741 -4.880  -0.325
H 0.120 3.068 3.300  0.370
C -3.755 -2.324 -0.226  0.770
H 3.873 -0.450 4.448  0.434
H 5.400 1.264 -4.318  0.398
C -1.213 -1.848 -2.978  0.610
H -3.422 3.309 0.471  0.205
C -0.271 2.049 3.249  -1.889
C -4.886 -2.050 -0.986  -0.865
H 2.518 -2.344 0.852  0.702
H -5.221 -2.772 -1.723  0.479
O -1.923 -1.943 2.570  -0.674
C -3.465 -3.689 -6.011  -0.105
C 4.790 0.398 -4.097  -0.660
H -7.175 -1.476 -2.142  0.396
C -5.594 -0.862 -0.832  0.520
H -4.221 0.411 2.971  0.517
O 1.654 0.396 -1.220  -0.499
C -1.815 2.482 -0.515  0.350
C 2.223 0.437 3.407  -1.016
H -6.447 0.072 -2.554  0.275
H -4.296 -1.755 -6.390  0.441
C -3.014 -3.623 -0.376  -1.521
C -3.708 0.719 2.058  -1.243
C 2.464 -1.560 1.594  -0.315
H -2.640 0.691 2.275  -0.290
N -1.213 2.214 0.692  -0.277
H 5.604 -0.770 -5.709  0.408
C -2.018 -1.552 1.427  -0.915
H 4.039 -2.345 2.816  0.419
H -1.360 2.101 3.197  0.403
C -0.652 -1.320 -2.039  -1.503
C -2.828 -1.710 -4.817  -0.573
H -2.918 -0.650 -4.619  0.537
C 1.401 0.352 2.290  0.468
H -2.450 -5.499 -5.483  0.426
C 3.312 -1.556 2.691  -1.029
C -5.823 -5.066 -6.077  0.764
S -4.543 -4.487 -7.184  -0.251
H -1.637 2.635 1.505  0.309
C -3.333 -1.378 0.709  1.317
S -1.262 1.949 -1.956  -0.358
H -5.762 0.940 0.320  0.367
H -2.038 -3.449 -0.833  0.120
H -4.021 1.742 1.836  0.252
C -5.189 0.033 0.148  -1.090
H -2.846 -4.079 0.602  0.388
H -7.722 -4.823 -6.971  0.272
C -6.770 -0.559 -1.722  -1.612
H 3.773 1.320 -2.441  0.526
C -1.930 -2.460 -4.050  0.143
C -3.595 -2.323 -5.793  -0.420
N -0.174 1.378 0.890  0.028
C 2.165 -0.698 -1.625  0.743
H -0.029 1.537 4.175  0.500
C 4.129 -1.848 -4.590  -0.137
H -7.556 -0.034 -1.178  0.391
N -2.893 3.301 -0.387  -0.458
C -2.548 -4.438 -5.290  -0.394
C -4.069 -0.218 0.932  1.588
H -3.577 -4.316 -0.998  0.455
C -7.004 -5.630 -6.818  -1.104
C 3.243 -1.846 -3.530  -0.429
C 3.207 -0.519 3.598  -0.435
H -6.702 -6.014 -7.792  0.365

Summary:
**Max |F|**: 0.814 eV/Å
**Frontier orbital gap**: 7.18 eV
**Total charge**: 0
**DFT total energy**: -5561.14474 Eh


Question: The lowest DFT total energy belongs to which entry?
Answer: C59H43AsCl3F3NO5PbS